Record 1
The following is a DFT calculation (ωB97M-V/def2-TZVPD) of a cluster of 6 separate species, C42H73BN2O18S5 in total in a non-equilibrium geometry.

XYZ file:
```
141
Properties=species:S:1:pos:R:3:forces:R:3
C -2.773843 0.703391 0.328752 0.3 0.7 -0.7
C -1.568995 0.057033 -0.497330 -0.7 -3.2 0.1
O -1.630556 -1.162412 -0.794550 0.7 4.5 0.8
O -0.430130 0.838448 -0.840655 -1.6 -0.4 -0.2
C -0.739700 1.831543 -1.869492 -0.6 -0.3 0.1
C 0.453401 2.862510 -2.154892 -1.0 1.5 -1.5
C 0.282466 4.199291 -1.280781 0.5 -0.1 0.6
C 0.894870 4.140458 0.199555 -1.1 1.6 0.7
C -0.077382 3.348808 1.252292 0.3 -0.2 -0.8
N 0.565004 2.082011 1.714856 0.5 0.6 0.5
C 1.227746 2.217677 3.041349 0.8 0.3 0.1
C 1.845543 0.875714 3.636497 1.0 -2.5 1.9
C 2.185098 0.902188 5.177652 0.9 -3.3 -1.6
C 2.829156 -0.318966 5.879934 -1.1 -0.3 -3.5
C 3.153106 -1.616748 5.065287 -1.9 3.1 -2.2
C 2.794536 -1.685834 3.535703 -0.3 3.0 2.9
C 2.134915 -0.427627 2.848157 1.3 -0.4 2.7
O 1.817407 -0.535623 1.463817 0.7 0.4 1.4
C 0.114627 3.428338 -3.661101 1.2 0.2 -0.4
B -1.399073 3.899472 -4.001381 -1.9 0.0 -0.4
O -1.667274 5.330367 -4.158293 0.6 -2.2 -1.2
O -2.518719 3.003280 -4.207926 2.0 2.1 -0.4
N 0.684533 2.405240 -4.632210 0.7 -0.9 0.5
C 1.480733 1.425750 -3.816282 0.2 -1.4 0.2
O 1.692539 0.227117 -4.083849 -0.7 4.7 0.8
C 1.923323 2.305092 -2.505607 -1.7 -1.7 -0.1
C 2.727579 1.401808 -1.474003 0.8 -0.5 0.0
C 3.907794 2.112273 -0.647804 -0.1 -0.6 0.3
C 4.466151 3.485906 -1.255079 0.8 0.2 1.6
C 6.033179 3.704041 -0.867708 -0.7 0.2 -1.8
O 6.418984 3.053962 0.371283 -0.8 2.6 0.9
C 6.172006 3.866945 1.508483 0.4 -3.3 2.4
O 6.205115 3.311780 2.630516 -0.1 2.6 -4.1
H -2.410289 1.298099 1.243776 -0.4 -1.1 -1.4
H -3.288314 1.457720 -0.373115 0.7 -1.0 1.1
H -3.547389 -0.094098 0.604767 1.4 1.1 -0.4
H -1.053870 1.225117 -2.806337 0.6 1.2 1.3
H -1.645936 2.428724 -1.461523 1.4 -0.7 -1.1
H -0.843277 4.445423 -1.148836 1.7 -0.5 -0.4
H 0.707453 5.084203 -1.891159 -0.4 -1.4 1.1
H 0.895688 5.235293 0.585644 0.2 -1.6 -0.8
H 1.981635 3.794749 0.260670 -1.6 0.2 -0.2
H -1.041097 3.035909 0.689152 1.4 0.8 1.0
H -0.350213 4.015580 2.148995 0.4 -1.0 -1.4
H 1.330186 1.905652 1.044999 -0.8 -0.4 0.4
H 0.478494 2.677660 3.779136 1.1 -0.9 -0.9
H 2.107392 2.972452 2.934578 -1.2 -1.0 0.5
H 1.958255 1.836266 5.816751 0.3 -1.6 -1.3
H 3.091966 -0.317981 6.997738 -0.8 0.1 -2.3
H 3.625315 -2.507242 5.600997 -0.8 1.4 -1.0
H 3.044990 -2.646990 2.950352 -0.6 1.9 0.9
H 2.560315 -0.911373 0.942720 -0.5 0.2 0.9
H 0.764814 4.350096 -3.920692 -1.1 -1.0 1.2
H -1.861713 5.460605 -5.118793 0.0 0.2 1.2
H -3.186170 3.509650 -4.722397 0.3 -0.5 0.8
H 1.426372 2.895237 -5.169948 -0.9 -0.6 0.1
H 2.403458 3.204248 -3.018964 0.1 -1.2 1.2
H 3.225427 0.552683 -2.084539 -0.9 1.5 0.8
H 2.070119 0.849788 -0.699421 0.6 1.1 -1.5
H 3.514322 2.295654 0.423784 0.8 -0.1 -1.6
H 4.741694 1.315016 -0.519207 -1.4 1.6 -0.2
H 3.903071 4.339000 -0.707569 0.6 -1.2 -1.4
H 4.416636 3.577878 -2.390117 -0.2 -0.1 1.6
H 6.271957 4.821022 -0.832680 -0.3 -1.4 0.0
H 6.629454 3.258547 -1.746380 -0.7 0.6 1.7
H 5.968553 4.976428 1.322665 0.2 -1.4 0.0
O 4.805413 1.851608 8.979234 -0.1 -0.4 -0.1
S 5.446744 1.048081 7.963740 0.0 0.0 -0.3
O 4.957230 -0.262158 7.593763 0.5 0.3 0.8
C 5.622115 2.034852 6.487650 0.1 0.3 -0.4
C 6.963649 2.734485 6.660042 0.1 0.2 0.1
C 7.918819 1.671970 7.207362 0.2 0.0 -0.1
C 7.193188 0.941543 8.339175 0.6 -0.1 0.1
H 4.784694 2.726452 6.400891 0.0 -0.2 0.1
H 5.639255 1.355612 5.632156 -0.1 0.0 0.1
H 7.320772 3.153959 5.717257 -0.1 0.0 0.1
H 6.869696 3.553257 7.381181 0.0 0.0 -0.1
H 8.168604 0.962574 6.411671 0.0 0.1 0.1
H 8.854678 2.112349 7.559084 -0.1 -0.1 0.0
H 7.487600 -0.107031 8.395544 -0.2 0.1 0.1
H 7.361742 1.427263 9.301941 -0.2 -0.1 -0.1
O -6.096737 -3.404691 -4.161922 -0.3 -0.2 0.3
S -5.188147 -4.155872 -3.323298 0.4 -0.1 0.1
O -5.643105 -4.907252 -2.172541 -0.4 0.2 -0.2
C -4.213507 -5.228462 -4.363465 0.2 -0.3 -0.4
C -3.011975 -4.378855 -4.757325 0.1 0.1 -0.1
C -2.583177 -3.650284 -3.482004 0.3 -0.1 0.0
C -3.845730 -3.081973 -2.832202 0.4 0.3 0.2
H -4.805600 -5.558012 -5.217133 -0.1 0.0 0.2
H -3.907875 -6.088222 -3.762961 -0.1 0.1 0.0
H -2.204954 -4.990607 -5.165772 -0.1 0.0 0.0
H -3.302724 -3.648835 -5.519891 0.0 -0.1 0.0
H -2.105592 -4.360896 -2.799784 0.0 0.1 -0.1
H -1.858719 -2.860515 -3.691423 -0.1 -0.1 0.1
H -3.768912 -3.073455 -1.744293 -0.2 0.1 -0.1
H -4.065920 -2.077317 -3.197283 -0.1 -0.1 0.0
O 5.614544 0.482816 -2.752674 0.0 -0.1 0.2
S 6.483640 -0.290616 -1.894159 0.2 -0.4 0.1
O 5.986602 -1.020574 -0.749784 -0.3 0.3 -0.3
C 7.441604 -1.398747 -2.912539 0.3 -0.2 -0.4
C 8.675924 -0.590891 -3.290075 0.1 0.1 -0.1
C 9.106616 0.130298 -2.011266 0.2 -0.1 0.0
C 7.852340 0.743055 -1.385017 0.5 0.2 0.2
H 6.853652 -1.713722 -3.774379 -0.1 0.0 0.2
H 7.709443 -2.264543 -2.302791 -0.1 0.1 0.0
H 9.469469 -1.230579 -3.681791 -0.1 0.1 0.0
H 8.421787 0.143963 -4.061061 0.0 -0.1 0.0
H 9.549549 -0.591788 -1.317627 0.0 0.1 -0.1
H 9.860040 0.895198 -2.212840 -0.1 -0.1 0.1
H 7.910564 0.755217 -0.296163 -0.3 0.1 -0.1
H 7.671766 1.749588 -1.757951 0.0 -0.2 0.0
O -5.738658 -1.632320 1.781526 0.2 -0.1 0.2
S -6.048460 -2.821720 2.543355 -0.1 -0.1 0.3
O -5.429013 -3.102953 3.818989 0.1 0.4 -0.3
C -7.820345 -2.931828 2.725506 -0.5 0.0 -0.1
C -8.277421 -3.703521 1.495149 0.0 0.0 -0.2
C -7.270744 -4.842831 1.321442 -0.2 -0.2 0.0
C -5.870992 -4.245626 1.474121 0.1 -0.5 -0.4
H -8.250784 -1.932738 2.790485 0.2 0.0 0.0
H -8.027588 -3.491194 3.640575 0.1 0.1 0.0
H -9.296865 -4.077479 1.611968 0.1 0.1 0.0
H -8.254224 -3.052966 0.614989 -0.1 0.0 0.1
H -7.436704 -5.596794 2.098137 0.0 0.1 -0.1
H -7.383645 -5.338591 0.354318 0.1 0.0 0.1
H -5.178020 -4.954577 1.928463 0.1 0.2 0.0
H -5.476383 -3.901823 0.516155 0.0 0.0 0.1
O -11.547598 -3.778532 -0.948868 0.1 0.3 0.2
S -10.660330 -2.768854 -1.480601 0.3 0.1 0.0
O -10.270570 -1.603661 -0.717574 -0.3 -0.3 0.2
C -9.190905 -3.573170 -2.091223 0.3 -0.3 -0.2
C -9.524741 -3.919107 -3.536003 0.0 -0.2 -0.2
C -10.236685 -2.689428 -4.103612 0.1 0.1 -0.2
C -11.280656 -2.247851 -3.075627 -0.2 0.2 -0.5
H -8.963807 -4.447600 -1.481683 -0.1 0.1 0.1
H -8.370187 -2.853984 -2.038451 -0.1 0.0 0.0
H -8.627341 -4.167075 -4.106083 0.0 0.1 0.1
H -10.196935 -4.783140 -3.568931 0.1 0.0 0.1
H -9.508593 -1.886372 -4.257631 0.0 -0.1 0.0
H -10.700280 -2.900871 -5.069948 0.0 0.0 0.1
H -11.413772 -1.165418 -3.076175 -0.1 -0.1 0.2
H -12.240263 -2.740464 -3.242279 0.1 0.0 0.2
```
Positions in Å, forces in eV/Å.

Calculated values
M in g mol⁻¹: 1065.2
Kohn-Sham gap in eV: 7.681
2S+1: 1
Total charge: 0
Total energy in eV: -139417.7303
SMILES string: CC(=O)OC[C@]1(CCCNCc2ccccc2O)[C@H](B(O)O)NC(=O)[C@@H]1CCCCOC=O.O=S1(=O)CCCC1.O=S1(=O)CCCC1.O=S1(=O)CCCC1.O=S1(=O)CCCC1.O=S1(=O)CCCC1
E_LUMO in hartree: 0.0007
Maximum force in eV/Å: 4.9

Here are the Löwdin charges for atoms 1 to 8, given in e: 0.012 -0.387 0.058 -0.080 -0.097 -0.258 -0.122 -0.140


Record 2
The following is a DFT calculation (ωB97M-V/def2-TZVPD) of a cluster of 2 separate species, C2H10N3O in total in a non-equilibrium geometry.

XYZ file:
```
16
Properties=species:S:1:pos:R:3:forces:R:3
C 0.272109 -2.581854 -0.243241 0.1 -0.1 0.0
N -0.178050 -1.344994 -0.877169 0.5 -0.4 0.3
C -0.201820 -0.189391 -0.228739 -0.7 0.0 -1.3
N -0.586339 0.914194 -0.911837 0.6 -0.9 0.5
N 0.092174 -0.071932 1.051434 -0.1 0.1 1.0
H 0.695163 -3.220790 -1.008246 0.1 -0.1 0.0
H -0.532759 -3.126078 0.245955 -0.2 0.1 -0.1
H 1.040773 -2.368380 0.495930 0.1 0.0 -0.1
H -0.253764 -1.335399 -1.889489 -0.2 0.1 0.4
H -0.336640 0.913516 -1.886776 -0.2 0.4 -0.1
H -0.513211 1.763191 -0.371920 0.0 0.7 -0.3
H 0.031309 0.853921 1.427840 0.1 0.5 0.1
H 0.071182 -0.788042 1.766497 0.0 -0.2 -0.6
H 0.762202 3.636776 0.368035 1.0 0.7 -0.5
H -0.447475 3.801969 1.267649 0.1 -0.3 -0.1
O 0.085148 3.143286 0.794079 -1.2 -0.5 0.8
```
Positions in Å, forces in eV/Å.

Calculated values
M in g mol⁻¹: 92.1
Kohn-Sham gap in eV: 11.765
2S+1: 1
Total charge: +1
Total energy in eV: -8748.9998
E_LUMO in hartree: -0.1055
Energy above the lowest of the compared OMol25 structures with the same formula, charge and spin in kcal per mole: 3.3
Maximum force in eV/Å: 1.5

Here are the Löwdin charges for atoms 1 to 8, given in e: -0.033 0.048 -0.439 0.200 0.228 0.098 0.098 0.089


Record 3
The following is a DFT calculation (ωB97M-V/def2-TZVPD) of a cluster of 2 separate species, C5H16N2Si2 in total in a non-equilibrium geometry.

XYZ file:
```
25
Properties=species:S:1:pos:R:3:forces:R:3
C 0.611353 2.084494 1.734304 0.3 -0.4 -0.1
Si 0.986484 0.346899 1.087499 -1.5 0.6 0.0
N -0.113379 -0.736669 1.566526 1.0 0.7 -0.5
C -0.301548 -2.125417 1.271849 0.0 -0.1 0.1
C 0.813782 -3.012974 1.834245 -0.4 0.2 0.0
C -0.448258 -2.367753 -0.233645 -0.1 0.0 0.4
H 1.513623 2.682052 1.821970 0.2 0.1 0.0
H -0.066327 2.611178 1.070882 -0.1 0.0 -0.1
H 0.145094 2.035197 2.710935 -0.1 -0.1 0.2
H 2.389302 0.271449 0.642674 0.2 -0.3 0.0
H -1.241143 -2.419702 1.765077 0.1 -0.2 -0.1
H 1.741576 -2.821034 1.304208 0.2 0.0 -0.2
H 0.976572 -2.786636 2.884261 0.0 0.0 0.1
H 0.551810 -4.064531 1.734513 0.1 -0.2 0.0
H 0.503495 -2.175341 -0.722976 0.2 0.0 -0.1
H -1.177142 -1.673308 -0.640668 -0.2 0.0 -0.1
H -0.761873 -3.389720 -0.436524 0.0 -0.1 -0.1
H 1.486869 1.428079 -1.607418 0.0 0.1 0.0
N 0.599599 1.127431 -1.228267 -0.6 0.1 0.0
Si -0.826857 1.622228 -1.822668 0.6 0.2 -0.2
C -1.282647 2.894783 -3.160372 0.3 -0.4 0.4
H -1.986823 0.986299 -1.232223 -0.3 -0.1 0.2
H -0.974054 2.548373 -4.145301 0.1 -0.1 -0.1
H -2.354252 3.086150 -3.206029 0.0 -0.2 0.2
H -0.785256 3.848472 -2.992853 0.1 0.0 0.1
```
Positions in Å, forces in eV/Å.

Calculated values
M in g mol⁻¹: 160.4
Kohn-Sham gap in eV: 7.286
2S+1: 1
Total charge: 0
Total energy in eV: -24178.7059
SMILES string: C/[SiH]=N/C(C)C.[H]/N=[SiH]\C
E_LUMO in hartree: -0.0120
Energy above the lowest of the compared OMol25 structures with the same formula, charge and spin in kcal per mole: 43.6
Maximum force in eV/Å: 1.6

Here are the Löwdin charges for atoms 1 to 8, given in e: -0.247 0.531 -0.161 -0.604 -0.098 -0.102 0.009 -0.014